A molecular structure, C31H91HfN16O13P4 at a distorted geometry. Source: the OMol25 dataset; level of theory: the ωB97M-V functional and the def2-TZVPD basis.

The geometry in XYZ format:
```
156
Properties=species:S:1:pos:R:3:lowdin_charge:R:1
Hf -25.824 0.942 -1.390 2.211
C -23.651 -2.144 -4.141 -0.043
C -23.423 -1.488 -2.782 -0.464
C -22.017 -0.868 -2.877 -0.058
O -24.436 -0.624 -2.317 -0.292
H -23.782 -1.437 -4.963 0.076
H -24.558 -2.756 -4.145 0.051
H -22.898 -2.878 -4.428 0.082
H -23.269 -2.345 -2.116 0.109
H -21.248 -1.493 -3.333 0.075
H -21.580 -0.619 -1.912 0.044
H -22.010 0.002 -3.539 0.064
O -24.274 2.286 -2.445 -0.428
P -23.151 3.122 -3.002 0.621
N -21.642 2.930 -2.249 -0.286
C -21.397 1.905 -1.267 -0.120
C -20.494 3.810 -2.499 -0.067
N -23.421 4.741 -2.816 -0.313
C -24.330 5.559 -3.712 -0.048
C -23.047 5.495 -1.617 -0.084
N -22.855 2.802 -4.626 -0.275
C -22.199 3.833 -5.442 -0.074
C -23.258 1.549 -5.279 -0.078
H -21.118 2.325 -0.294 0.098
H -20.622 1.216 -1.603 0.086
H -22.305 1.342 -1.036 0.048
H -20.249 4.379 -1.601 0.095
H -20.725 4.556 -3.258 0.079
H -19.638 3.225 -2.834 0.086
H -24.498 4.976 -4.613 0.076
H -25.244 5.749 -3.149 0.083
H -23.871 6.533 -3.875 0.102
H -23.889 6.121 -1.329 0.092
H -22.711 4.822 -0.828 0.081
H -22.168 6.113 -1.809 0.096
H -21.154 3.544 -5.574 0.085
H -22.617 3.848 -6.450 0.099
H -22.305 4.805 -4.973 0.065
H -22.393 0.925 -5.518 0.075
H -23.629 1.819 -6.271 0.094
H -24.013 1.067 -4.662 0.049
O -27.515 -0.585 -1.942 -0.411
P -28.200 -1.633 -2.826 0.651
N -28.071 -1.346 -4.481 -0.298
C -26.882 -0.702 -5.081 -0.073
C -28.846 -2.055 -5.484 -0.087
N -29.825 -1.692 -2.508 -0.285
C -30.744 -0.611 -2.903 -0.080
C -30.383 -2.561 -1.451 -0.057
N -27.625 -3.222 -2.725 -0.250
C -28.241 -4.447 -3.240 -0.048
C -26.346 -3.513 -2.059 -0.123
H -26.299 -0.206 -4.299 0.032
H -27.293 -0.048 -5.848 0.100
H -26.141 -1.415 -5.448 0.064
H -29.152 -1.354 -6.261 0.103
H -29.696 -2.562 -5.031 0.083
H -28.204 -2.820 -5.928 0.067
H -31.335 -0.187 -2.092 0.093
H -30.182 0.202 -3.364 0.076
H -31.440 -1.010 -3.642 0.096
H -30.452 -3.582 -1.830 0.077
H -29.796 -2.475 -0.541 0.064
H -31.434 -2.375 -1.232 0.101
H -28.730 -4.226 -4.185 0.065
H -27.437 -5.158 -3.423 0.094
H -28.961 -4.899 -2.557 0.087
H -25.612 -3.716 -2.841 0.058
H -26.376 -4.393 -1.413 0.058
H -26.002 -2.655 -1.477 0.043
O -26.009 -6.288 -0.252 -0.303
P -24.912 -7.236 -0.560 0.576
N -23.826 -6.811 -1.818 -0.288
C -22.718 -5.891 -1.538 -0.121
C -24.317 -6.609 -3.158 -0.104
N -25.525 -8.734 -1.027 -0.310
C -26.784 -9.228 -0.453 -0.090
C -24.664 -9.778 -1.590 -0.113
N -24.006 -7.630 0.802 -0.312
C -24.605 -7.366 2.095 -0.096
C -22.861 -8.472 0.767 -0.133
H -22.388 -6.020 -0.508 0.073
H -22.968 -4.842 -1.729 0.046
H -21.908 -6.158 -2.219 0.099
H -23.484 -6.485 -3.850 0.090
H -24.900 -5.682 -3.160 0.051
H -24.944 -7.447 -3.462 0.091
H -27.548 -8.470 -0.599 0.074
H -27.074 -10.146 -0.967 0.086
H -26.646 -9.570 0.576 0.081
H -25.092 -10.202 -2.504 0.084
H -23.688 -9.379 -1.849 0.065
H -24.695 -10.645 -0.926 0.089
H -24.975 -6.341 2.152 0.035
H -25.402 -8.077 2.317 0.091
H -23.832 -7.311 2.865 0.094
H -23.048 -9.446 1.233 0.098
H -22.054 -8.046 1.377 0.087
H -22.393 -8.655 -0.198 0.078
O -26.004 -0.847 0.355 -0.419
P -25.498 -1.700 1.516 0.643
N -25.389 -0.793 2.943 -0.302
C -24.791 -1.470 4.104 -0.110
C -26.447 0.154 3.355 -0.071
N -23.949 -2.316 1.264 -0.280
C -23.750 -3.593 0.586 -0.084
C -22.730 -1.517 1.305 -0.085
N -26.561 -2.974 1.753 -0.256
C -26.359 -3.896 2.885 -0.078
C -27.673 -3.334 0.913 -0.109
H -24.571 -0.821 4.958 0.099
H -23.802 -1.900 3.964 0.088
H -25.531 -2.120 4.571 0.074
H -26.835 0.732 2.517 0.061
H -25.980 0.821 4.075 0.095
H -27.218 -0.490 3.782 0.096
H -22.713 -3.900 0.704 0.092
H -24.288 -4.441 1.021 0.068
H -24.177 -3.501 -0.414 0.060
H -22.266 -1.510 0.317 0.058
H -22.949 -0.520 1.687 0.082
H -22.015 -1.987 1.985 0.101
H -25.315 -3.902 3.199 0.074
H -26.894 -3.509 3.754 0.087
H -26.660 -4.919 2.670 0.093
H -27.587 -4.365 0.553 0.083
H -27.599 -2.814 -0.043 0.033
H -28.658 -3.239 1.372 0.099
C -17.481 0.146 -4.538 0.083
N -18.799 0.732 -4.974 -0.413
O -19.707 -0.018 -5.265 0.033
O -18.930 1.948 -5.074 0.044
H -17.462 -0.880 -4.893 0.105
H -17.530 0.140 -3.450 0.096
H -16.666 0.777 -4.876 0.107
C -21.298 -2.288 -7.241 0.064
N -20.578 -3.434 -6.564 -0.430
O -20.193 -4.326 -7.289 0.102
O -20.516 -3.442 -5.352 0.025
H -20.645 -1.816 -7.969 0.107
H -21.449 -1.601 -6.411 0.056
H -22.202 -2.764 -7.611 0.078
C -20.546 -3.347 -1.479 0.024
N -19.201 -2.927 -1.985 -0.434
O -18.651 -3.777 -2.651 0.102
O -18.758 -1.845 -1.672 0.061
H -20.360 -4.045 -0.665 0.114
H -21.113 -3.711 -2.329 0.084
H -20.997 -2.475 -1.012 0.050
C -26.024 -3.987 -7.389 0.042
N -24.651 -4.521 -7.267 -0.436
O -23.909 -4.528 -8.214 0.108
O -24.353 -4.874 -6.131 0.037
H -26.698 -4.463 -6.682 0.087
H -26.369 -4.316 -8.368 0.112
H -25.964 -2.911 -7.250 0.087
```

The total charge is +3. The HOMO energy is -13.3 eV. As for the lowest unoccupied orbital energy: -0.4169 Eh. Its multiplicity is 1. The value obtained for the HOMO-LUMO gap is 0.0702 Eh.